No. 1
{
  "formula": "C4H10N2O",
  "method": "ωB97M-V/def2-TZVPD",
  "smiles": "C/N=C\\N[C@H](C)O",
  "relative_energy_ev": 2.632,
  "spin_multiplicity": 1,
  "energy_ev": -9336.35551,
  "fmax_ev_per_a": 3.56,
  "e_homo_ev": -9.15,
  "orbital_gap_ev": 9.9,
  "elements": ["C", "N", "C", "N", "C", "C", "O", "H", "H", "H", "H", "H", "H", "H", "H", "H", "H"],
  "xyz": [[-0.4799, -1.9943, -1.1801], [-1.8721, -1.3850, -0.5207], [-1.7260, -0.2088, -0.1354], [-0.5508, 0.5559, -0.3504], [0.6958, 0.3605, 0.3779], [0.8548, 1.4016, 1.4822], [1.7899, 0.3788, -0.5123], [0.3577, -1.4260, -1.5811], [-0.9054, -2.5497, -2.0079], [-0.1406, -2.6736, -0.4006], [-2.5893, 0.4016, 0.1265], [-0.7443, 1.5380, -0.5058], [0.6957, -0.6433, 0.8073], [0.8313, 2.4065, 1.0625], [1.8166, 1.2610, 1.9745], [0.0576, 1.3027, 2.2149], [1.9088, 1.2743, -0.8515]],
  "forces_ev_per_angstrom": [[-2.862, -0.445, 0.958], [2.924, -1.711, -1.097], [0.684, 1.747, -1.161], [-0.163, 0.500, 0.374], [-0.405, 0.099, -0.096], [0.304, -0.365, -0.108], [0.329, 0.003, 0.020], [-0.472, 0.867, 0.517], [0.089, -0.398, 0.026], [0.138, -0.168, -0.221], [-0.179, -0.280, 0.433], [-0.101, -0.058, 0.324], [-0.099, 0.080, -0.063], [-0.053, 0.135, -0.061], [-0.016, 0.043, 0.075], [-0.066, 0.035, 0.037], [-0.053, -0.084, 0.042]],
  "lowdin_charge": [-0.0590, 0.0437, -0.2969, 0.0019, -0.4784, -0.0361, -0.0280, 0.0500, 0.0477, 0.0558, 0.1074, 0.1147, 0.1439, 0.0777, 0.0814, 0.0810, 0.0932]
}

No. 2
{
  "formula": "C4H10N2O",
  "method": "ωB97M-V/def2-TZVPD",
  "smiles": "NCCCNC=O",
  "relative_energy_ev": 1.449,
  "spin_multiplicity": 1,
  "energy_ev": -9337.53811,
  "fmax_ev_per_a": 3.31,
  "e_homo_ev": -9.51,
  "orbital_gap_ev": 10.3,
  "elements": ["N", "C", "C", "C", "N", "C", "O", "H", "H", "H", "H", "H", "H", "H", "H", "H", "H"],
  "xyz": [[1.0358, 1.9644, -1.0310], [1.1055, 1.1462, 0.1896], [-0.0818, 0.7285, 0.9837], [-1.0085, -0.1876, 0.1453], [-0.3851, -1.3324, -0.4720], [-0.6748, -2.6133, -0.0739], [-0.0361, -3.5379, -0.5370], [1.1271, 1.3783, -1.8569], [0.1008, 2.3512, -1.1552], [1.8084, 0.3387, -0.0376], [1.6905, 1.7799, 0.9002], [0.2227, 0.1834, 1.8879], [-0.6924, 1.5919, 1.2611], [-1.3476, 0.5299, -0.6423], [-1.8680, -0.5120, 0.7526], [0.4069, -1.1182, -1.0506], [-1.4035, -2.6911, 0.7360]],
  "forces_ev_per_angstrom": [[-1.307, -0.469, -0.497], [2.785, 1.532, 0.905], [-1.296, -1.510, -0.539], [-0.412, 1.463, -0.168], [-1.150, 0.447, 1.199], [2.398, 0.448, -1.159], [-0.791, -0.385, 0.420], [0.186, -0.006, 0.101], [0.160, 0.277, 0.236], [-0.321, -0.261, 0.188], [-0.151, -0.445, -0.327], [0.171, 0.362, -0.130], [0.149, 0.027, 0.168], [-0.355, -0.880, 0.275], [0.214, 0.100, -0.392], [0.124, -0.685, -0.217], [-0.405, -0.014, -0.065]],
  "lowdin_charge": [-0.0007, -0.3287, -0.1998, -0.2238, 0.0244, -0.3409, 0.0077, 0.0594, 0.0623, 0.1096, 0.1106, 0.1181, 0.1139, 0.1125, 0.1167, 0.1280, 0.1306]
}

No. 3
{
  "formula": "C4H10N2O",
  "method": "ωB97M-V/def2-TZVPD",
  "smiles": "C[C@H](N)CC(N)=O",
  "relative_energy_ev": 1.848,
  "spin_multiplicity": 1,
  "energy_ev": -9337.13912,
  "fmax_ev_per_a": 3.94,
  "e_homo_ev": -9.23,
  "orbital_gap_ev": 10.1,
  "elements": ["C", "C", "N", "C", "C", "N", "O", "H", "H", "H", "H", "H", "H", "H", "H", "H", "H"],
  "xyz": [[1.1535, -1.5903, 1.0239], [0.4441, -0.8708, -0.1608], [1.3934, -0.1566, -1.0370], [-0.3813, 0.3170, 0.4469], [-1.1093, 1.0773, -0.6063], [-1.6595, 2.2725, -0.1893], [-1.2151, 0.5769, -1.7454], [2.1225, -1.0100, 1.3712], [1.2686, -2.6018, 1.0872], [0.3307, -1.7342, 1.6885], [-0.2557, -1.5391, -0.7072], [2.1498, -0.7696, -1.3800], [0.7837, 0.0748, -1.8811], [-1.1774, -0.2073, 1.1171], [0.3554, 0.8630, 0.9367], [-2.3431, 2.8513, -0.7483], [-1.8602, 2.4468, 0.7839]],
  "forces_ev_per_angstrom": [[0.329, 3.426, -0.190], [0.465, 0.426, 0.246], [-0.698, -0.708, -1.866], [-1.656, -3.579, -0.029], [-0.852, -0.646, -1.721], [-1.449, 1.050, -1.002], [-0.259, 1.803, 1.731], [-2.351, -1.140, -0.286], [1.626, -3.083, -1.695], [-0.506, 1.427, 1.852], [0.488, 0.179, 0.293], [-0.624, 0.278, 0.289], [1.417, -0.176, 1.254], [1.271, 1.368, -0.648], [0.766, 1.335, 1.399], [1.406, -1.510, 0.237], [0.629, -0.450, 0.135]],
  "lowdin_charge": [-0.0662, -0.4382, 0.0082, -0.1201, -0.5114, 0.1387, 0.0082, 0.1319, 0.0215, 0.0504, 0.1379, 0.0765, 0.0850, 0.1579, 0.0930, 0.1346, 0.0922]
}

No. 4
{
  "formula": "C4H10N2O",
  "method": "ωB97M-V/def2-TZVPD",
  "smiles": "NC[C@H](N)CC=O",
  "relative_energy_ev": 2.833,
  "spin_multiplicity": 1,
  "energy_ev": -9336.15468,
  "fmax_ev_per_a": 3.62,
  "e_homo_ev": -9.07,
  "orbital_gap_ev": 10.0,
  "elements": ["N", "C", "C", "N", "C", "C", "O", "H", "H", "H", "H", "H", "H", "H", "H", "H", "H"],
  "xyz": [[-1.0597, 0.0324, 2.3327], [-1.0713, 0.5266, 0.9012], [0.0402, -0.2951, 0.0534], [1.3844, 0.0702, 0.4796], [-0.1499, -0.1822, -1.4221], [1.2418, -0.2728, -2.1712], [1.5192, 0.4301, -3.1498], [-1.2597, -0.9163, 2.4319], [-1.6997, 0.6405, 2.8714], [-2.1309, 0.4568, 0.5198], [-0.6563, 1.5537, 0.8825], [-0.0231, -1.4317, 0.1594], [1.8355, -0.2249, 1.4256], [1.5022, 0.9876, 0.0826], [-0.7462, -1.0352, -1.8522], [-0.5637, 0.8443, -1.7172], [1.8371, -1.1841, -1.8275]],
  "forces_ev_per_angstrom": [[0.436, 3.469, -0.947], [0.577, -1.982, 0.433], [-1.068, -2.242, 2.463], [0.533, -0.706, 0.414], [1.058, 1.958, -2.338], [-0.969, 0.008, -1.597], [-0.276, -1.617, 2.602], [-0.719, -1.582, 0.010], [0.547, -0.973, -0.271], [1.198, 0.235, -0.250], [-0.659, -0.362, 0.060], [-0.325, 1.341, 0.885], [-1.799, 1.286, -2.507], [1.099, 0.435, 0.964], [0.256, 1.080, 0.438], [0.213, -1.493, 0.177], [-0.100, 1.144, -0.535]],
  "lowdin_charge": [-0.0256, -0.2043, -0.4532, 0.0082, -0.1542, -0.2455, 0.0104, 0.0234, 0.0698, 0.1100, 0.1060, 0.1476, 0.1391, 0.0693, 0.1325, 0.1366, 0.1299]
}